(1)
Density functional theory data (the ωB97M-V functional and the def2-TZVPD basis) for a structure of composition C23H36N6OPdS4 at a distorted geometry.

Geometry as XYZ:
```
71
Properties=species:S:1:pos:R:3
Pd 0.176 0.203 -0.230
C 3.582 1.887 -4.408
C 2.183 2.118 -3.846
N 2.058 1.658 -2.459
C 2.458 2.233 -1.336
S 2.277 1.352 0.170
N 3.015 3.428 -1.231
C 3.135 4.529 -2.192
C 1.852 5.351 -2.265
H 3.676 2.360 -5.385
H 3.784 0.823 -4.524
H 4.342 2.310 -3.751
H 1.447 1.555 -4.418
H 1.897 3.166 -3.905
H 1.830 0.685 -2.346
H 3.237 3.684 -0.281
H 3.411 4.154 -3.173
H 3.953 5.157 -1.844
H 1.014 4.750 -2.623
H 1.998 6.183 -2.952
H 1.593 5.753 -1.285
S -1.189 2.133 -0.820
C -1.386 3.025 0.642
N -0.517 2.948 1.646
C -0.627 3.768 2.854
C -2.100 3.998 3.149
C -2.737 4.641 1.930
N -2.445 3.818 0.754
H 0.317 2.401 1.493
H -0.116 4.722 2.705
H -0.137 3.245 3.673
H -2.226 4.635 4.021
H -2.580 3.040 3.361
H -2.343 5.649 1.782
H -3.816 4.715 2.043
H -3.063 3.875 -0.040
C -4.224 -1.356 0.363
S -2.566 -2.013 0.065
O -1.836 -0.950 -0.740
C -1.984 -1.898 1.773
C -1.661 -0.653 2.295
C -1.015 -0.588 3.521
C -0.740 -1.756 4.225
C -1.144 -2.984 3.726
C -1.753 -3.063 2.481
H -4.146 -0.398 0.872
H -4.761 -2.084 0.969
H -4.711 -1.237 -0.603
H -2.011 0.244 1.792
H -0.737 0.368 3.945
H -0.222 -1.703 5.173
H -0.974 -3.887 4.296
H -2.031 -4.021 2.058
N 0.190 -2.182 -2.630
C 0.517 -2.884 -1.524
S 1.129 -2.076 -0.155
N 0.390 -4.206 -1.613
C 0.533 -5.272 -0.678
C -0.046 -6.480 -1.068
C 0.002 -7.580 -0.233
C 0.635 -7.488 0.999
C 1.227 -6.295 1.378
C 1.187 -5.185 0.546
H -0.061 -1.221 -2.496
H -0.286 -2.647 -3.390
H 0.036 -4.538 -2.500
H -0.542 -6.554 -2.029
H -0.449 -8.512 -0.544
H 0.681 -8.351 1.650
H 1.744 -6.229 2.325
H 1.678 -4.275 0.843
```

Properties
HOMO: -13.30 eV
LUMO: -6.89 eV
Energy: -82233.3883 eV
ΔE to the lowest compared entry with this formula, charge and spin: 0.833 eV
Charge: +2

---

(2)
Density functional theory data (the ωB97M-V functional and the def2-TZVPD basis) for a structure of composition C29H47Cl2FeN2PS at a distorted geometry.

Geometry as XYZ:
```
83
Properties=species:S:1:pos:R:3
P -0.262 1.168 -0.539
C -1.936 1.771 0.195
C -2.714 2.948 -0.427
C -3.913 3.363 0.433
C -4.787 2.183 0.872
C -4.007 0.951 1.358
C -2.867 0.576 0.404
C -0.831 0.435 -2.169
C -1.958 1.192 -2.868
C -2.153 0.690 -4.295
C -2.351 -0.833 -4.338
C -1.386 -1.636 -3.448
C -1.215 -1.040 -2.039
C 0.278 2.843 -1.191
C 0.548 3.830 -0.047
C 0.859 5.238 -0.589
C 1.986 5.256 -1.631
C 1.820 4.176 -2.706
C 1.473 2.789 -2.143
H -1.557 2.096 1.177
H -3.102 2.684 -1.420
H -2.080 3.832 -0.573
H -4.519 4.087 -0.131
H -3.540 3.898 1.316
H -5.455 2.516 1.673
H -5.418 1.885 0.024
H -3.568 1.149 2.347
H -4.683 0.092 1.472
H -2.307 -0.275 0.819
H -3.304 0.261 -0.556
H 0.087 0.499 -2.773
H -1.275 0.974 -4.889
H -1.783 2.276 -2.907
H -2.895 1.031 -2.316
H -3.017 1.203 -4.741
H -2.245 -1.174 -5.373
H -3.383 -1.049 -4.031
H -1.726 -2.678 -3.367
H -0.391 -1.659 -3.917
H -0.456 -1.604 -1.473
H -2.161 -1.144 -1.486
H -0.585 3.200 -1.784
H -0.295 3.895 0.658
H 1.409 3.471 0.536
H -0.051 5.655 -1.046
H 1.120 5.892 0.253
H 2.955 5.131 -1.128
H 2.016 6.240 -2.116
H 2.738 4.092 -3.303
H 1.019 4.478 -3.396
H 1.300 2.105 -2.987
H 2.333 2.379 -1.599
Fe 1.414 -0.402 0.741
Cl 2.391 -0.100 -1.220
Cl 0.182 0.407 2.390
C 1.360 -2.300 1.003
H 2.365 -2.801 1.089
C 0.358 -3.295 1.134
C 0.855 -4.645 1.181
C -0.019 -5.700 1.005
C -1.398 -5.466 0.813
C -1.916 -4.158 0.900
C -1.064 -3.076 1.103
H 1.931 -4.814 1.282
H 0.376 -6.719 1.006
H -2.992 -3.986 0.807
H -1.414 -2.043 1.196
H -2.061 -6.310 0.619
S 3.448 -0.510 2.072
C 3.923 -1.899 2.965
N 4.564 -2.938 2.358
C 5.413 -3.856 3.131
C 4.689 -4.243 4.406
C 4.261 -3.009 5.175
N 3.631 -2.037 4.272
H 4.871 -2.706 1.421
H 6.354 -3.332 3.371
H 5.652 -4.726 2.504
H 5.377 -4.818 5.034
H 3.805 -4.850 4.165
H 5.142 -2.542 5.635
H 3.550 -3.237 5.976
H 3.184 -1.224 4.676
```

Properties
HOMO (spin up / spin down): -2.64 / -4.09 eV
2S+1: 6
LUMO (spin up / spin down): 2.33 / 2.30 eV
Energy: -113375.3016 eV
Charge: -1